Record 1
This record from the Open Molecules 2025 dataset describes a molecular structure, C8H6AuN2O4 in a non-equilibrium geometry. The level of theory is the ωB97M-V functional and the def2-TZVPD basis.

Each line ends with the Mulliken charge.
Element x y z (Å)
Au1 1.49464 1.10823 -0.36181  1.06
O1 0.80160 -3.66787 -2.54214  -0.16
C1 1.31718 -3.18260 -1.60403  0.16
C2 0.74607 2.76391 -1.23667  0.18
O2 0.14214 3.74169 -1.21169  0.00
C3 3.27190 0.12274 1.28624  0.08
O3 4.12295 -0.06982 2.01133  0.03
C4 2.91117 0.84877 -1.69169  0.40
O4 3.68996 0.60951 -2.53229  -0.08
C5 -1.98777 -0.57596 -1.15173  -1.08
C6 -1.39918 -0.22173 0.16773  0.45
N1 -0.19783 0.24511 0.56615  -0.18
C7 -0.23231 0.32639 1.95971  0.18
C8 -1.50366 0.05406 2.39018  -0.42
N2 -2.20018 -0.29267 1.24471  0.04
H1 -2.18714 -1.66581 -1.14474  0.40
H2 -2.95970 -0.04065 -1.25003  0.44
H3 -1.31598 -0.31596 -1.97434  0.32
H4 0.61971 0.65873 2.49999  0.47
H5 -1.93031 0.07557 3.39645  0.42
H6 -3.20325 -0.52165 1.17868  0.29

Results
- Total charge: +3
- Spin multiplicity: 3
- Maximum force: 9.15 eV Å⁻¹
- E_tot: -23218.7275 eV
- HOMO-LUMO gap (spin up / spin down): 8.9 / 5.7 eV


Record 2
This record from the Open Molecules 2025 dataset describes C8H6Br3NO3 in the gas phase in a non-equilibrium geometry. The level of theory is the ωB97M-V functional and the def2-TZVPD basis.

Each line ends with the Mulliken charge.
Element x y z (Å)
C1 -0.40285 2.82674 -0.03132  -1.51
C2 -0.85516 1.37263 0.29137  0.36
C3 0.22893 0.63151 0.39667  0.34
O1 1.29556 0.17881 0.38457  -0.36
C4 -2.21259 0.93831 0.05892  0.51
Br1 -3.59561 2.23291 -0.02690  -0.13
C5 -2.51962 -0.35362 -0.22087  -0.30
Br2 -4.38522 -0.91675 -0.14014  -0.11
C6 -1.51354 -1.41497 -0.28364  0.67
Br3 -1.84622 -2.75024 1.03524  -0.06
C7 -0.52318 -1.62132 -1.07508  0.05
C8 0.36798 -2.78612 -0.87012  -1.58
N1 -0.13385 -0.67447 -2.14836  1.12
O2 0.65205 -1.04562 -2.98390  -0.65
O3 -0.65420 0.42691 -2.12004  -0.54
H1 -0.81766 3.53050 0.74306  0.37
H2 -0.58215 2.85368 -1.16241  0.36
H3 0.71881 2.95967 -0.04868  0.39
H4 1.03350 -2.70328 0.11718  0.29
H5 1.27660 -2.74275 -1.69826  0.33
H6 -0.12630 -3.74408 -0.83057  0.45

Results
- Structure (SMILES): CC(=C=O)/C(Br)=C(Br)\C(Br)=C(\C)[N+](=O)[O-]
- Maximum force: 5.27 eV Å⁻¹
- E_tot: -226147.0168 eV
- HOMO-LUMO gap: 7.5 eV


Record 3
This record from the Open Molecules 2025 dataset describes C8H6Cl2Si in the gas phase in a non-equilibrium geometry. The level of theory is the ωB97M-V functional and the def2-TZVPD basis.

Each line ends with the Mulliken charge.
Element x y z (Å)
C1 2.51441 0.52687 -0.13200  -0.22
C2 1.96400 1.79726 0.01455  -0.49
C3 1.72159 -0.61276 -0.05220  -0.65
C4 0.51932 1.91254 0.17491  -0.36
C5 0.32840 -0.42369 0.05123  1.31
C6 -0.23436 0.80562 0.18414  -0.48
C7 -0.46700 -1.71853 0.02090  -0.63
C8 -1.80741 -1.68557 0.13368  -0.67
Si1 -2.76354 -0.11812 0.14314  0.61
Cl1 -3.97592 0.73003 1.49577  -0.20
Cl2 -3.99456 -0.20011 -1.53360  -0.25
H1 3.63277 0.48073 -0.33888  0.27
H2 2.73560 2.61078 -0.19485  0.25
H3 2.09865 -1.70971 -0.06659  0.22
H4 0.04212 2.81192 0.39323  0.47
H5 -0.03375 -2.60672 -0.20583  0.37
H6 -2.28032 -2.60053 -0.08760  0.44

Results
- Maximum force: 5.27 eV Å⁻¹
- E_tot: -41315.2910 eV
- HOMO-LUMO gap: 8.6 eV


Record 4
This record from the Open Molecules 2025 dataset describes a molecular structure, C8H6CrO6 in a non-equilibrium geometry. The level of theory is the ωB97M-V functional and the def2-TZVPD basis.

Each line ends with the Mulliken charge.
Element x y z (Å)
O1 0.01846 3.47043 -0.63694  -0.14
C1 0.00117 2.64415 -1.42416  0.22
Cr1 0.00705 -0.50524 -1.90188  -0.03
O2 0.00204 -0.02319 -4.89145  -0.11
C2 0.00462 -0.21124 -3.73221  0.55
C3 0.00266 -2.12707 -1.40181  0.41
O3 -0.00724 -3.15354 -0.92069  -0.09
C4 -1.87920 -0.11895 -1.49592  0.45
O4 -2.91753 -0.02066 -1.02477  -0.08
C5 1.88362 -0.10252 -1.49527  0.47
O5 2.93439 0.03607 -1.02222  -0.10
C6 -1.06989 0.69048 2.18155  -1.09
C7 -0.00297 0.03087 1.36893  0.64
C8 1.06054 -0.68769 2.14182  -1.13
O6 0.00803 0.11091 0.10723  -0.12
H1 -0.88678 0.51479 3.23380  0.42
H2 -2.06491 0.27153 1.91540  0.31
H3 -1.06726 1.77161 1.98951  0.33
H4 1.03213 -1.76837 1.92870  0.33
H5 2.06014 -0.28377 1.88440  0.34
H6 0.88092 -0.53861 3.19598  0.42

Results
- Total charge: +2
- Spin multiplicity: 5
- Maximum force: 11.69 eV Å⁻¹
- E_tot: -49078.1053 eV
- HOMO-LUMO gap (spin up / spin down): 8.4 / 7.7 eV


Record 5
This record from the Open Molecules 2025 dataset describes a molecular structure, C8H6N2 in a non-equilibrium geometry. The level of theory is the ωB97M-V functional and the def2-TZVPD basis.

Each line ends with the Mulliken charge.
Element x y z (Å)
C1 -1.13690 -3.83724 -0.90017  0.42
C2 1.31999 -1.66669 -0.75950  -0.28
C3 1.20949 -0.33735 -0.28764  -0.34
C4 0.16517 -2.38304 -0.73552  0.28
C5 -1.16227 -1.82087 -0.42518  0.54
C6 -0.08196 0.11943 0.00526  0.68
C7 -2.07142 -2.97117 -0.54294  -0.98
C8 -0.24290 1.52273 0.71144  -1.29
N1 -1.23105 -0.50879 -0.11167  -0.59
N2 0.11674 -3.72531 -0.92244  -0.60
H1 2.32333 -2.10601 -0.98169  0.35
H2 2.21879 0.17627 -0.13884  0.26
H3 -3.05868 -3.13597 -0.24091  0.45
H4 0.47944 1.56864 1.40021  0.41
H5 0.04677 2.24248 -0.03438  0.29
H6 -1.27662 1.46147 0.97144  0.39

Results
- Maximum force: 5.25 eV Å⁻¹
- E_tot: -11368.3776 eV
- HOMO-LUMO gap (spin up / spin down): 6.8 / 6.8 eV


Record 6
This record from the Open Molecules 2025 dataset describes C8H6N2O in the gas phase in a non-equilibrium geometry. The level of theory is the ωB97M-V functional and the def2-TZVPD basis.

Each line ends with the Mulliken charge.
Element x y z (Å)
N1 1.84004 3.20995 0.07365  -0.49
C1 1.32882 2.16046 -0.04077  -0.16
C2 0.97819 0.75704 -0.00531  0.94
C3 2.03336 -0.15697 0.09517  -0.76
C4 1.78873 -1.57057 0.08518  -0.27
C5 0.48874 -2.06450 -0.04268  -0.68
C6 -0.52467 -1.11686 -0.18284  -0.13
C7 -0.30007 0.30904 -0.22012  0.64
C8 -1.31870 1.34246 -0.17389  -0.49
N2 -2.62109 1.31769 -0.02415  -0.49
O1 -3.10851 0.02691 0.18460  -0.36
H1 3.05423 0.19416 0.14171  0.40
H2 2.61765 -2.26892 0.15037  0.38
H3 0.31584 -3.18676 -0.01633  0.31
H4 -1.55957 -1.45922 -0.34455  0.36
H5 -0.98651 2.33960 -0.25272  0.43
H6 -4.02650 0.16651 0.57267  0.35

Results
- Structure (SMILES): N#Cc1ccccc1/C=N\O
- Maximum force: 3.36 eV Å⁻¹
- E_tot: -13418.4326 eV
- HOMO-LUMO gap: 9.1 eV


Record 7
This record from the Open Molecules 2025 dataset describes a molecular structure, C8H6N2O in a non-equilibrium geometry. The level of theory is the ωB97M-V functional and the def2-TZVPD basis.

Each line ends with the Mulliken charge.
Element x y z (Å)
C1 2.21121 0.94871 -0.06436  -0.46
C2 2.49661 -0.39630 0.07779  -0.24
C3 0.94470 1.43042 -0.06615  -0.30
C4 1.49198 -1.35575 0.15982  -0.43
C5 -0.05821 0.53270 0.06863  -0.06
C6 0.19668 -0.84283 0.06472  0.47
C7 -2.04109 -1.52607 -0.12582  0.06
C8 -2.08921 0.78612 0.06372  0.25
N1 -0.84464 -1.83441 0.15411  -0.44
N2 -2.41956 1.93303 0.22861  -0.44
O1 -2.75203 -0.41563 -0.10822  -0.34
H1 2.95456 1.64635 -0.32793  0.38
H2 3.59844 -0.62540 -0.02073  0.26
H3 0.81801 2.52548 -0.28835  0.30
H4 1.64656 -2.43977 0.19632  0.42
H5 -2.76826 -2.45863 -0.09025  0.28
H6 -3.38575 2.09198 0.07809  0.27

Results
- Maximum force: 7.27 eV Å⁻¹
- E_tot: -13417.4949 eV
- HOMO-LUMO gap: 9.6 eV


Record 8
This record from the Open Molecules 2025 dataset describes C8H6N4 in the gas phase in a non-equilibrium geometry. The level of theory is the ωB97M-V functional and the def2-TZVPD basis.

Each line ends with the Mulliken charge.
Element x y z (Å)
C1 0.71268 0.06297 1.50539  0.50
C2 2.77314 0.13779 2.79689  0.45
C3 -1.66445 -0.23150 -2.34829  -0.38
C4 -2.03133 -0.29538 -1.01247  -0.79
C5 -0.24983 -0.07447 -2.63603  -0.05
C6 0.27253 0.77255 -0.55834  0.57
C7 -0.95933 -0.01234 -0.13872  0.21
C8 1.43411 -0.18569 2.72225  -0.90
N1 1.26012 0.57879 0.45788  -0.57
N2 3.82375 0.57906 2.82763  -0.50
N3 0.68076 0.39865 -1.89146  -0.58
N4 -0.77965 -0.28915 1.12830  -0.10
H1 -2.18428 -0.36064 -3.22038  0.44
H2 -2.91943 -0.57618 -0.61067  0.54
H3 -0.09049 -0.33519 -3.62164  0.44
H4 0.09521 1.85835 -0.38849  0.27
H5 1.10210 -0.97432 3.47398  0.17
H6 -1.27560 -1.05330 1.51420  0.28

Results
- Maximum force: 4.75 eV Å⁻¹
- E_tot: -14348.6993 eV
- HOMO-LUMO gap (spin up / spin down): 4.3 / 4.3 eV


Record 9
This record from the Open Molecules 2025 dataset describes a molecular structure, C8H6O2 in a non-equilibrium geometry. The level of theory is the ωB97M-V functional and the def2-TZVPD basis.

Each line ends with the Mulliken charge.
Element x y z (Å)
C1 -2.48522 -1.02047 0.11090  -0.23
C2 -1.12036 -0.30576 -0.01753  0.62
C3 -1.20779 1.18392 0.09759  -0.51
C4 -0.00892 1.87134 -0.02170  -0.67
C5 1.19546 1.13209 -0.10546  -0.14
C6 1.21660 -0.16657 -0.11153  0.79
C7 2.52492 -0.88799 -0.22737  -0.14
C8 0.00591 -1.01246 -0.03763  -1.26
H1 -2.21386 -1.96837 0.14298  0.47
H2 -2.32429 1.60062 0.16578  0.28
H3 0.25340 2.73417 -0.00918  0.70
H4 2.04989 1.86543 0.30331  0.19
H5 2.34786 -2.04934 -0.86905  0.18
H6 -0.12305 -1.88572 -0.18825  0.68
O1 -3.56474 -0.49102 0.21103  -0.50
O2 3.45420 -0.59987 0.55610  -0.45

Results
- Maximum force: 13.29 eV Å⁻¹
- E_tot: -12482.7475 eV
- HOMO-LUMO gap: 9.5 eV


Record 10
This record from the Open Molecules 2025 dataset describes C8H6O2S2 in the gas phase in a non-equilibrium geometry. The level of theory is the ωB97M-V functional and the def2-TZVPD basis.

Each line ends with the Mulliken charge.
Element x y z (Å)
C1 2.53063 0.88920 -0.44293  -0.57
C2 2.14150 -1.49365 -0.19800  -0.76
C3 1.24298 0.65579 0.05781  0.54
C4 1.04901 -0.78495 0.26888  0.80
C5 0.19624 1.52232 -0.07526  -0.49
C6 -1.16380 1.20022 -0.12656  0.24
C7 -1.77431 0.07612 0.21425  -0.51
C8 0.04005 -1.34123 1.05204  -1.00
O1 -3.79917 -1.61581 -0.32824  -0.51
O2 -4.19385 0.78755 -0.05397  -0.52
S1 3.42716 -0.53028 -0.72229  -0.06
S2 -3.31727 -0.27070 -0.51946  0.70
H1 3.17835 1.77446 -0.47841  0.35
H2 2.13404 -2.46145 -0.50030  0.49
H3 0.51407 2.59547 -0.38391  0.23
H4 -1.80434 2.04995 -0.49176  0.29
H5 0.14140 -2.45901 1.14941  0.33
H6 -0.54269 -0.59402 1.57871  0.45

Results
- Maximum force: 3.49 eV Å⁻¹
- E_tot: -34151.3073 eV
- HOMO-LUMO gap (spin up / spin down): 5.7 / 5.8 eV